# 1
Density functional theory data (ωB97M-V with the def2-TZVPD basis set) for a structure of composition C4H8Br2O3 in a non-equilibrium geometry.

The largest force on an atom comes out at 0.056 hartree/bohr. The orbital gap comes out at 10.14 eV. The value obtained for the LUMO energy is 0.4 eV.

```
! RIJCOSX wB97M-V def2-TZVPD def2/J DEFGRID3
* xyz 0 1
C -1.9778 -1.2434 0.5999
C -0.7726 -0.4004 0.9322
C 0.7488 0.9926 -0.2279
C 1.9579 0.8564 -1.2779
O -2.5335 -1.8859 1.7212
O 2.8309 1.8809 -1.3661
O -0.0383 -0.1159 -0.3140
Br 3.0277 -0.8477 -0.6637
Br 1.1098 0.2270 -2.9132
H -1.7224 -2.0246 -0.0917
H -2.7589 -0.5240 0.2852
H -0.1817 -0.9374 1.5918
H -1.1731 0.5427 1.3337
H 1.3142 1.1447 0.6683
H 0.0195 1.7984 -0.3712
H -3.0912 -1.2825 2.2853
H 3.2406 1.8189 -2.1918
*
```

Results of the natural (NBO) charge analysis, in e, for atoms 1 through 6:
1 C -0.070
2 C -0.079
3 C -0.116
4 C 0.226
5 O -0.722
6 O -0.675


# 2
Density functional theory data (ωB97M-V with the def2-TZVPD basis set) for a structure of composition C16H32N3OPSr in a non-equilibrium geometry.

The largest force on an atom comes out at 0.020 hartree/bohr. For the energy relative to the best compared isomer or geometry (same formula, charge and spin), the calculation gives 0.000 eV. The orbital gap comes out at 9.06 eV. The value obtained for the LUMO energy is -6.2 eV.

```
! RIJCOSX wB97M-V def2-TZVPD def2/J DEFGRID3
* xyz 2 1
Sr 1.8452 -0.1590 -0.1230
C 1.1801 -3.0218 -4.0565
C 0.9636 -2.6668 -2.5855
C 2.2551 -2.8698 -1.7846
C 0.4435 -1.2508 -2.4140
C 1.1636 -0.1547 -2.9071
C 0.7191 1.1516 -2.7196
C -0.4840 1.4126 -2.0533
C -1.0295 2.8082 -1.9627
C -1.1975 0.3209 -1.5616
C -0.7459 -0.9844 -1.7363
H 1.4803 -4.0645 -4.1549
H 1.9625 -2.4087 -4.5076
H 0.2653 -2.8777 -4.6298
H 0.2087 -3.3414 -2.1751
H 3.0510 -2.1954 -2.1255
H 2.6470 -3.8811 -1.8879
H 2.0985 -2.7486 -0.6971
H 2.0706 -0.3249 -3.4794
H 1.2860 1.9739 -3.1423
H -1.6808 2.9358 -1.1002
H -1.6290 3.0213 -2.8501
H -0.2348 3.5526 -1.9233
H -2.1328 0.4871 -1.0416
H -1.3378 -1.8080 -1.3537
C 1.1644 0.4639 5.1513
N 0.4122 0.2763 3.9059
C -0.9582 -0.2410 4.0911
P 0.8038 0.9840 2.5077
O 0.0517 0.3827 1.3385
N 2.4717 0.6038 2.2753
C 2.9520 -0.7291 2.6240
C 3.4967 1.4869 1.7417
N 0.7985 2.6161 2.3948
C -0.3575 3.2885 1.7758
C 1.4192 3.4084 3.4674
H 1.1897 -0.4835 5.6897
H 0.6920 1.2134 5.7873
H 2.1871 0.7698 4.9396
H -0.9057 -1.1984 4.6083
H -1.4352 -0.3898 3.1269
H -1.5506 0.4531 4.6883
H 2.1857 -1.2649 3.1788
H 3.8680 -0.6661 3.2125
H 3.2120 -1.3420 1.7313
H 3.0794 2.4738 1.5615
H 3.9130 1.1095 0.7731
H 4.3533 1.5418 2.4142
H -0.8052 2.6374 1.0318
H -0.0140 4.2032 1.2932
H -1.1074 3.5497 2.5249
H 2.2954 2.8996 3.8666
H 0.7176 3.5989 4.2821
H 1.7374 4.3659 3.0558
*
```

Results of the natural (NBO) charge analysis, in e, for atoms 1 through 6:
1 Sr 1.862
2 C -0.603
3 C -0.258
4 C -0.607
5 C -0.066
6 C -0.328


# 3
Density functional theory data (ωB97M-V with the def2-TZVPD basis set) for a cluster of 4 separate species, C15H38NO16P3 in total in a non-equilibrium geometry.

The SMILES is CCO[C@H]1OC(=O)O[C@@H]1CN.COP(=O)(OC)OC.COP(=O)(OC)OC.COP(=O)(OC)OC. The largest force on an atom comes out at 0.138 hartree/bohr. The orbital gap comes out at 8.83 eV. The value obtained for the LUMO energy is -1.0 eV.

```
! RIJCOSX wB97M-V def2-TZVPD def2/J DEFGRID3
* xyz 0 1
C 7.2460 -3.9961 -6.4857
C 6.0134 -3.1008 -6.4136
O 4.8919 -3.9618 -6.2606
C 3.6644 -3.3754 -6.5615
O 3.6050 -2.6245 -7.7702
C 3.4387 -3.4713 -8.8142
O 3.7443 -3.2608 -9.9315
O 2.8700 -4.6192 -8.3766
C 2.7526 -4.5411 -6.9547
C 1.3601 -4.6283 -6.3651
N 0.8051 -3.3116 -5.9707
H 7.1431 -4.5933 -7.3902
H 7.1929 -4.6916 -5.6498
H 8.1656 -3.4221 -6.4924
H 6.1240 -2.3995 -5.5814
H 5.9807 -2.5275 -7.3386
H 3.2954 -2.7341 -5.7671
H 3.2955 -5.4212 -6.6103
H 0.7147 -5.0425 -7.1479
H 1.3248 -5.3448 -5.5513
H 0.4665 -2.8955 -6.8319
H -0.0404 -3.5263 -5.4504
C -1.0811 -0.6567 -1.8921
O -1.7980 -1.8809 -2.1810
P -1.3075 -3.3047 -1.4725
O -2.0376 -4.1856 -2.4264
O -2.0637 -2.9880 -0.0790
C -3.4633 -2.6957 -0.1072
O -0.3294 -4.3900 -0.7541
C -0.8028 -5.7338 -0.6891
H -1.6551 0.1661 -2.3080
H -0.9839 -0.5045 -0.8146
H -0.0959 -0.6752 -2.3586
H -3.9502 -3.1759 -0.9556
H -3.6085 -1.6156 -0.1540
H -3.8987 -3.0628 0.8203
H -0.7064 -6.2244 -1.6537
H -1.8370 -5.7666 -0.3525
H -0.1678 -6.2422 0.0355
C -0.3741 3.9819 1.9773
O -1.4824 3.2343 1.4277
P -1.7468 1.7136 1.9679
O -2.6384 1.1425 0.9402
O -2.4953 2.1818 3.3171
C -3.7392 2.8752 3.2136
O -0.9921 0.5132 2.7066
C -1.7113 -0.7220 2.7723
H -0.4644 5.0061 1.6277
H -0.4055 3.9764 3.0695
H 0.5732 3.5703 1.6291
H -4.2830 2.6010 2.3094
H -3.5679 3.9514 3.2313
H -4.3356 2.6094 4.0836
H -1.6921 -1.2219 1.8069
H -2.7386 -0.5613 3.0945
H -1.2021 -1.3457 3.5041
C 0.3722 8.0291 6.6666
O -0.7795 7.2956 6.1965
P -1.0221 5.7669 6.7480
O -1.9907 5.2169 5.7849
O -1.6924 6.2828 8.1358
C -2.9160 7.0142 8.0768
O -0.3178 4.5483 7.5115
C -1.0930 3.3506 7.6359
H 0.2673 9.0566 6.3300
H 0.4238 8.0159 7.7576
H 1.2877 7.6119 6.2485
H -3.4991 6.7415 7.1972
H -2.7171 8.0869 8.0677
H -3.4814 6.7749 8.9750
H -1.1172 2.8079 6.6939
H -2.1042 3.5772 7.9674
H -0.5922 2.7424 8.3860
*
```

Results of the Löwdin charge analysis, in e, for atoms 1 through 6:
1 C -0.063
2 C -0.245
3 O -0.059
4 C -0.275
5 O 0.106
6 C -0.554